# 1
# C2H5N2O3

A gas-phase ion, C2H5N2O3 (charge -1) in a non-equilibrium geometry (the ωB97M-V functional and the def2-TZVPD basis, the OMol25 dataset).

Output
- multiplicity = 1
- DFT total energy (eV) = -11275.1529
- SMILES = C[C@H](O)N=[N+]([O-])[O-]
- net charge = -1
- energy above the lowest of the compared OMol25 structures with the same formula, charge and spin (kcal/mol) = 139.7

```
12
Properties=species:S:1:pos:R:3:forces:R:3:lowdin_charge:R:1
C 1.168 0.783 -0.254 -0.9 0.0 2.0 -0.08
C 0.316 -0.398 0.391 -1.2 1.2 -1.2 -0.45
O 1.124 -1.591 0.281 -0.1 0.0 0.8 -0.11
N -0.976 -0.668 -0.326 2.3 -1.0 -0.1 0.03
N -1.955 0.115 -0.060 -0.1 -2.3 -0.4 -0.57
O -1.762 1.185 0.525 -0.5 1.5 0.8 -0.10
O -3.099 -0.341 -0.383 0.2 1.3 0.2 -0.14
H 1.565 0.277 -1.145 -0.3 1.1 -0.3 0.05
H 2.048 1.062 0.414 -1.0 -0.5 -0.7 0.06
H 0.461 1.696 -0.277 1.3 -1.5 -0.8 0.08
H -0.027 -0.116 1.442 1.2 -0.9 -0.9 0.14
H 1.138 -2.004 -0.607 -0.7 1.0 0.6 0.08
```
Positions in Å, forces in eV/Å.

# 2
# C24H60N4O8

12 unconnected molecules or ions with the total composition C24H60N4O8 in a non-equilibrium geometry (the ωB97M-V functional and the def2-TZVPD basis, the OMol25 dataset).

Output
- multiplicity = 1
- DFT total energy (eV) = -48196.8494
- SMILES = CCCC#N.CCCC#N.CCCC#N.CCCC#N.CO.CO.CO.CO.CO.CO.CO.CO
- energy above the lowest of the compared OMol25 structures with the same formula, charge and spin (kcal/mol) = 74.8

```
96
Properties=species:S:1:pos:R:3:forces:R:3:lowdin_charge:R:1
C 11.901 18.338 11.885 2.1 -1.8 1.1 -0.11
C 11.277 17.295 11.004 -2.4 -0.3 -0.1 -0.23
C 9.756 17.691 10.736 0.8 -0.2 -0.2 -0.18
C 9.588 19.025 10.110 0.3 1.1 0.2 -0.22
N 9.538 20.148 9.810 0.0 -1.8 0.2 0.13
H 11.720 19.324 11.587 -0.1 1.5 -0.8 0.04
H 13.014 18.135 11.909 -1.1 0.5 0.2 0.10
H 11.519 18.264 12.923 0.2 -0.1 -0.5 0.08
H 11.231 16.322 11.512 0.0 0.2 0.2 0.08
H 11.755 17.033 10.067 0.3 0.6 -0.2 0.11
H 9.236 17.728 11.688 0.0 0.2 0.3 0.11
H 9.227 16.920 10.187 0.1 -0.1 -0.5 0.07
C 8.796 12.323 5.873 -1.0 0.0 -0.8 -0.12
C 8.885 11.444 7.090 -0.9 -0.1 0.6 -0.27
C 9.785 12.012 8.199 -0.4 -0.6 0.5 -0.18
C 9.448 13.366 8.687 -0.3 -0.2 0.5 -0.18
N 9.179 14.372 9.184 0.2 -0.5 -0.6 0.16
H 9.792 12.524 5.500 0.2 0.1 -0.3 0.07
H 8.311 13.289 6.108 0.3 -0.4 -0.1 0.08
H 8.178 11.831 5.073 0.7 0.5 0.6 0.09
H 9.203 10.419 6.865 0.3 0.3 -0.1 0.11
H 7.864 11.275 7.515 0.7 0.4 -0.2 0.12
H 10.850 12.004 7.993 0.2 0.0 -0.5 0.10
H 9.663 11.282 9.007 0.1 0.5 0.4 0.10
C 18.089 11.274 9.568 -1.3 -0.1 0.2 -0.10
C 18.007 11.879 10.965 -0.2 1.6 -0.6 -0.27
C 17.177 10.992 11.910 0.4 1.6 -0.8 -0.17
C 15.788 10.976 11.450 -3.3 -1.3 0.3 -0.18
N 14.656 10.766 11.207 3.0 0.8 0.4 0.19
H 18.419 10.255 9.718 0.1 -0.4 -0.4 0.07
H 18.793 11.783 8.910 -0.2 0.1 0.1 0.08
H 17.052 11.259 9.140 1.0 -0.1 0.0 0.09
H 17.569 12.916 10.891 0.4 -1.0 0.3 0.12
H 19.028 12.006 11.303 0.1 -0.1 0.6 0.10
H 17.279 11.311 12.951 -0.4 -0.2 -0.1 0.12
H 17.565 10.013 11.772 0.2 -1.1 0.3 0.11
C 11.391 9.294 14.749 0.7 0.0 1.3 -0.08
C 12.006 9.054 13.394 -0.1 0.0 -0.4 -0.27
C 13.346 8.360 13.414 2.0 -0.6 0.0 -0.18
C 14.346 9.158 14.199 -2.0 -1.7 -1.1 -0.23
N 15.016 9.777 14.873 1.4 1.0 0.9 0.16
H 10.446 9.793 14.582 -0.2 0.3 0.3 0.04
H 12.073 9.927 15.408 -1.0 -0.7 -0.9 0.08
H 11.205 8.362 15.326 0.1 0.4 -0.5 0.09
H 12.022 9.979 12.839 0.7 0.6 0.0 0.08
H 11.353 8.507 12.743 -0.6 -0.9 -0.1 0.10
H 13.850 8.237 12.424 -0.8 0.2 0.4 0.11
H 13.306 7.309 13.836 -0.1 1.3 -0.2 0.14
C 13.341 10.453 8.075 1.9 -0.5 0.5 -0.14
O 14.424 9.520 8.213 -0.3 -0.1 -1.6 -0.12
H 13.629 11.167 7.336 0.1 0.5 -0.6 0.07
H 12.460 9.953 7.776 -1.1 -0.6 -0.2 0.06
H 13.248 10.957 9.005 -0.6 0.6 0.8 0.04
H 14.649 9.394 9.118 0.0 0.1 1.2 0.01
C 15.268 14.686 12.486 -0.6 0.7 0.2 -0.14
O 14.285 15.110 11.533 0.1 0.1 0.6 -0.15
H 16.023 15.492 12.696 -0.7 -0.8 -0.4 0.09
H 14.778 14.417 13.444 0.3 0.1 -0.3 0.06
H 15.717 13.788 12.090 0.6 -0.3 0.1 0.04
H 13.431 14.782 11.881 0.3 0.1 -0.1 0.02
C 12.344 16.092 15.430 0.5 0.2 -0.2 -0.11
O 12.052 15.332 16.604 0.3 0.1 0.3 -0.11
H 12.139 17.125 15.605 -0.1 0.8 0.1 0.08
H 13.353 16.003 14.980 -0.2 -0.3 0.8 0.10
H 11.675 15.741 14.678 -0.6 -0.2 -0.5 0.06
H 12.564 15.631 17.370 -0.1 0.0 -0.4 0.11
C 7.748 8.986 11.591 1.0 0.3 -1.8 -0.12
O 8.775 9.850 11.023 -0.6 -1.2 -0.4 -0.15
H 7.445 8.427 10.665 0.2 -0.2 1.4 0.10
H 8.130 8.422 12.451 -0.1 -0.3 -0.5 0.08
H 6.892 9.543 11.903 -0.6 0.6 0.3 0.06
H 8.981 10.540 11.625 0.2 0.9 1.2 0.02
C 8.351 14.580 12.406 -0.5 -0.4 0.2 -0.14
O 9.312 14.321 13.416 0.2 0.2 0.9 -0.15
H 7.621 15.398 12.603 0.8 -0.3 0.4 0.09
H 8.858 14.771 11.491 0.1 0.2 -0.9 0.01
H 7.772 13.660 12.303 -0.2 0.1 -0.3 0.08
H 10.231 14.405 13.095 -0.4 0.2 0.0 0.03
C 8.252 11.178 15.322 -0.8 1.4 0.8 -0.17
O 8.821 11.424 14.079 0.4 -0.6 -1.4 -0.15
H 7.337 11.790 15.467 0.0 -0.7 -0.2 0.09
H 8.071 10.124 15.495 -0.1 -0.1 -0.3 0.08
H 8.888 11.547 16.104 0.7 -0.1 0.6 0.07
H 9.057 12.355 13.972 -0.1 0.3 0.2 0.05
C 11.620 12.842 12.077 0.4 1.5 0.0 -0.08
O 12.124 13.972 12.842 -0.4 -1.3 1.2 -0.20
H 11.139 12.064 12.663 -0.6 0.4 0.3 0.07
H 11.024 13.407 11.377 -0.8 -0.9 -0.6 0.07
H 12.412 12.357 11.559 0.9 -0.3 -0.6 0.05
H 12.320 13.606 13.757 0.4 0.5 -0.7 0.05
C 13.666 12.410 16.019 0.8 2.1 -1.0 -0.10
O 12.758 13.225 15.275 -0.5 -0.5 -0.3 -0.17
H 13.763 12.867 17.012 0.3 -0.4 -0.1 0.09
H 13.312 11.417 16.057 -0.2 -1.1 0.2 0.02
H 14.603 12.487 15.419 -0.3 -0.5 1.0 0.08
H 12.354 13.893 15.848 0.0 -0.1 0.4 0.02
```
Positions in Å, forces in eV/Å.

# 3
# C28H52O44S10

12 unconnected molecules or ions with the total composition C28H52O44S10 in a non-equilibrium geometry (the ωB97M-V functional and the def2-TZVPD basis, the OMol25 dataset).

Output
- multiplicity = 1
- DFT total energy (eV) = -228306.0471
- SMILES = O=S1(=O)OCCO1.O=S1(=O)OCCO1.O=S1(=O)OCCO1.O=S1(=O)OCCO1.O=S1(=O)OCCO1.O=S1(=O)OCCO1.O=S1(=O)OCCO1.O=S1(=O)OCCO1.O=S1(=O)OCCO1.O=S1(=O)OCCO1.O=C1CCCO1.O=C1CCCO1

```
134
Properties=species:S:1:pos:R:3:forces:R:3:lowdin_charge:R:1
O -7.797 3.971 0.742 2.2 -1.0 -2.3 -0.24
S -7.273 3.581 -0.566 -1.7 -0.2 -0.4 0.77
O -8.103 4.036 -1.697 2.5 -1.1 1.8 -0.26
O -5.628 3.774 -0.826 -2.9 1.0 1.3 -0.20
C -5.237 2.742 -1.702 1.9 0.6 -0.6 -0.21
C -5.917 1.459 -1.246 0.5 0.5 -1.5 -0.18
O -7.091 1.923 -0.634 -1.4 0.9 1.1 -0.20
H -5.399 3.084 -2.724 -0.5 -0.4 -0.1 0.13
H -4.157 2.758 -1.558 0.1 -0.6 -0.1 0.11
H -5.228 0.861 -0.649 -0.5 0.2 0.8 0.13
H -6.171 0.853 -2.115 -0.2 0.1 0.1 0.12
O -1.917 -4.740 -3.242 0.4 0.7 -0.1 -0.20
S -0.994 -3.772 -3.737 1.1 0.1 -1.5 0.72
O -1.316 -2.937 -4.882 0.5 -1.4 2.1 -0.23
O -0.393 -2.892 -2.519 -3.5 1.8 -3.2 -0.20
C 0.719 -3.398 -1.982 2.1 -2.1 2.5 -0.25
C 1.238 -4.521 -2.903 1.2 -0.7 1.8 -0.20
O 0.466 -4.529 -4.038 -2.1 1.2 -1.5 -0.17
H 1.471 -2.649 -1.736 -0.2 0.2 -0.3 0.12
H 0.362 -3.839 -1.051 0.7 -0.2 0.4 0.13
H 1.169 -5.500 -2.430 -0.2 0.0 0.3 0.13
H 2.304 -4.389 -3.089 -0.1 0.2 -0.7 0.13
O -1.596 6.513 2.339 -0.2 -1.5 -0.3 -0.23
S -2.123 5.521 3.229 -1.1 -0.7 0.8 0.76
O -2.452 6.071 4.547 0.4 -2.4 -2.3 -0.25
O -3.415 4.620 2.567 0.7 1.8 0.9 -0.22
C -2.991 3.550 1.687 0.6 1.2 0.9 -0.14
C -1.520 3.311 2.159 0.3 -0.7 -2.2 -0.21
O -1.204 4.109 3.264 -0.9 2.1 1.4 -0.20
H -3.649 2.697 1.851 0.1 0.1 0.3 0.12
H -3.129 3.899 0.664 0.5 -0.1 0.0 0.11
H -0.786 3.553 1.391 -0.3 0.0 -0.3 0.10
H -1.391 2.243 2.337 0.1 0.2 0.8 0.09
O 2.475 -2.942 0.493 2.7 -3.2 1.2 -0.25
S 3.346 -4.093 0.862 -1.6 1.3 0.2 0.75
O 3.014 -4.952 1.995 0.9 1.9 -2.1 -0.21
O 3.614 -4.984 -0.437 -3.5 0.5 0.4 -0.19
C 4.916 -5.278 -0.692 2.3 -0.4 -0.1 -0.18
C 5.707 -4.536 0.409 3.0 -3.6 -1.4 -0.26
O 4.910 -3.596 0.856 -3.8 3.8 2.2 -0.17
H 5.053 -6.356 -0.613 0.2 0.1 -0.3 0.14
H 5.184 -4.866 -1.665 -0.1 -0.3 -0.2 0.14
H 6.618 -4.118 -0.018 -0.1 0.2 0.1 0.14
H 5.997 -5.220 1.207 0.1 -0.2 0.1 0.14
O -0.080 -3.390 3.598 -1.3 -2.2 1.7 -0.27
S -0.597 -4.388 4.557 1.7 0.0 0.7 0.77
O 0.386 -5.117 5.407 -3.4 1.9 -2.6 -0.24
O -1.748 -3.669 5.483 0.8 -0.5 -1.1 -0.19
C -2.987 -3.691 4.777 -1.7 0.0 -0.2 -0.16
C -2.987 -4.903 3.769 -0.2 0.6 0.7 -0.16
O -1.696 -5.413 3.858 3.6 0.1 0.5 -0.21
H -3.782 -3.636 5.521 0.2 -0.9 0.3 0.13
H -3.273 -2.808 4.205 1.2 0.5 -0.2 0.11
H -3.157 -4.551 2.752 -0.2 0.0 0.1 0.12
H -3.577 -5.793 3.988 -0.6 0.6 0.2 0.14
O 2.113 3.394 3.623 0.6 -2.5 -2.6 -0.21
S 2.516 2.383 2.635 0.3 0.2 0.2 0.75
O 2.067 2.348 1.237 1.2 0.4 3.0 -0.24
O 4.174 2.177 2.779 -2.0 2.9 -1.9 -0.21
C 4.554 0.947 3.290 0.6 0.0 -0.7 -0.19
C 3.374 0.054 2.940 0.8 -0.2 0.3 -0.17
O 2.254 0.877 3.208 -1.1 0.4 1.0 -0.23
H 5.464 0.679 2.752 0.0 -0.4 0.0 0.13
H 4.838 1.217 4.307 -0.4 -1.2 0.5 0.14
H 3.468 -0.876 3.501 -1.0 0.1 0.3 0.14
H 3.269 -0.182 1.881 0.7 -0.1 -0.1 0.10
O -1.133 1.739 8.790 0.6 -0.6 -1.5 -0.21
S -0.246 1.428 7.707 1.2 -0.4 -1.7 0.71
O 1.172 1.667 7.825 -1.4 -0.2 0.2 -0.23
O -0.436 -0.109 7.131 0.6 0.2 2.1 -0.19
C -0.509 -0.194 5.732 -1.3 0.7 -1.0 -0.18
C -0.355 1.241 5.242 1.5 -0.1 -1.5 -0.22
O -0.726 2.041 6.277 -1.6 1.9 3.6 -0.17
H 0.212 -0.826 5.214 0.1 -0.3 0.7 0.13
H -1.534 -0.522 5.560 0.1 -0.3 -0.4 0.13
H -0.943 1.568 4.385 -0.1 -0.5 0.0 0.13
H 0.685 1.500 5.048 0.2 -0.4 -0.4 0.11
O 1.607 5.041 0.560 -2.0 0.3 -3.5 -0.27
S 0.959 5.345 -0.743 1.0 0.3 2.3 0.74
O 0.972 6.750 -1.122 -0.2 -2.5 -0.2 -0.24
O 1.515 4.361 -1.934 0.4 1.2 1.0 -0.17
C 0.557 3.364 -2.189 -1.1 -1.6 -2.3 -0.19
C -0.787 4.027 -2.027 0.0 -0.1 -0.5 -0.19
O -0.530 4.672 -0.824 0.4 2.2 3.0 -0.22
H 0.667 2.982 -3.204 0.5 0.4 -0.1 0.12
H 0.609 2.461 -1.580 0.3 0.4 0.7 0.13
H -1.643 3.363 -1.906 0.4 -0.2 0.3 0.10
H -1.077 4.799 -2.740 0.4 -0.2 -0.6 0.14
O 3.878 0.830 -5.529 -3.6 1.0 -0.9 -0.28
S 2.457 1.119 -5.866 1.2 -2.1 2.0 0.81
O 2.111 2.297 -6.635 0.2 -2.2 1.3 -0.23
O 1.811 -0.329 -6.431 1.0 2.0 0.2 -0.21
C 0.965 -0.989 -5.478 -0.3 0.1 0.0 -0.17
C 1.139 -0.297 -4.115 -0.5 -0.7 -1.0 -0.21
O 1.514 1.015 -4.414 1.7 1.6 -1.7 -0.21
H -0.036 -0.944 -5.907 0.0 -0.3 0.4 0.11
H 1.340 -1.997 -5.302 -0.3 -0.2 -0.8 0.12
H 1.849 -0.933 -3.588 0.5 0.8 0.5 0.11
H 0.213 -0.249 -3.542 0.0 0.0 -0.1 0.13
O -2.490 1.539 -3.181 -0.6 -1.6 -0.7 -0.22
S -3.079 0.255 -3.453 -1.8 -1.1 -1.3 0.74
O -3.072 -0.790 -2.442 0.1 1.6 -1.7 -0.23
O -4.655 0.479 -4.026 1.5 1.5 2.3 -0.21
C -4.880 -0.121 -5.265 -0.1 -1.0 -0.3 -0.20
C -3.545 -0.125 -5.941 -1.0 0.8 -0.3 -0.19
O -2.628 -0.407 -4.912 1.2 0.1 1.8 -0.21
H -5.243 -1.117 -5.011 -0.1 -0.2 -0.6 0.14
H -5.564 0.425 -5.915 -0.3 0.2 0.6 0.15
H -3.373 0.883 -6.318 0.3 0.0 -0.2 0.14
H -3.607 -0.835 -6.766 0.9 -0.3 0.3 0.15
O 2.383 0.129 -1.134 3.2 0.4 -0.1 0.07
C 3.602 0.345 -1.204 -1.9 0.4 -1.1 -0.40
C 4.766 -0.427 -0.616 -0.1 0.7 -0.1 -0.07
C 5.945 0.483 -0.897 1.7 0.6 0.4 -0.14
C 5.508 1.566 -1.910 -0.3 -1.5 1.0 -0.12
O 4.095 1.401 -1.917 -1.6 -0.1 -0.1 0.02
H 4.536 -0.508 0.447 0.3 -0.5 -0.2 0.10
H 4.938 -1.387 -1.104 -0.6 -0.1 0.2 0.13
H 6.331 0.939 0.014 -0.2 0.1 0.1 0.11
H 6.813 -0.026 -1.316 -0.1 -0.3 0.1 0.11
H 5.737 2.584 -1.595 0.0 -0.1 -0.2 0.13
H 5.932 1.293 -2.877 -0.3 0.5 -0.2 0.13
O -1.837 1.432 -0.243 1.0 -2.7 2.3 0.06
C -1.473 0.377 0.352 -0.7 3.6 -6.2 -0.43
C -0.584 -0.706 -0.274 -0.3 1.9 -0.5 -0.08
C -0.170 -1.365 0.972 -0.1 -2.0 -0.4 -0.14
C -1.423 -1.221 1.824 1.2 -2.1 1.7 -0.16
O -1.941 0.005 1.482 -1.2 1.9 1.9 0.07
H -1.166 -1.336 -0.946 -0.3 0.1 0.3 0.10
H 0.221 -0.274 -0.869 -0.1 0.1 0.2 0.10
H 0.054 -2.398 0.707 0.4 0.0 0.9 0.10
H 0.659 -0.822 1.425 0.1 -0.3 0.2 0.13
H -2.279 -1.891 1.742 0.5 -0.8 -0.4 0.14
H -1.067 -1.282 2.853 -0.5 0.5 0.3 0.10
```
Positions in Å, forces in eV/Å.

# 4
# C31H39N4

2 unconnected molecules or ions with the total composition C31H39N4 in a non-equilibrium geometry (the ωB97M-V functional and the def2-TZVPD basis, the OMol25 dataset).

Output
- multiplicity = 1
- DFT total energy (eV) = -38734.1638
- net charge = +1
- energy above the lowest of the compared OMol25 structures with the same formula, charge and spin (kcal/mol) = 0.0

```
74
Properties=species:S:1:pos:R:3:forces:R:3:lowdin_charge:R:1
C 4.135 -1.890 1.842 -0.2 -0.1 0.3 -0.15
C 5.281 -0.927 1.537 0.0 -0.5 -0.3 -0.14
N 4.872 0.420 1.810 -0.9 0.3 -0.1 -0.06
C 5.803 1.514 1.973 0.3 0.4 0.1 -0.10
C 4.891 2.758 2.104 0.7 0.8 0.0 -0.08
C 3.504 2.231 1.957 -1.4 0.3 -0.1 -0.13
C 2.255 2.805 2.038 0.7 -0.6 0.2 0.06
C 1.080 1.971 1.929 -0.2 0.4 0.0 -0.19
C -0.159 2.551 2.284 0.3 0.0 -1.0 0.06
C -1.448 1.958 2.295 -0.3 -0.1 0.4 -0.20
C -2.601 2.785 2.020 -0.2 -0.3 0.2 0.05
C -3.853 2.215 1.951 1.2 -0.1 0.1 -0.13
C -3.958 0.819 2.123 -0.6 -0.2 0.0 -0.11
N -5.241 0.406 1.997 0.8 0.2 0.0 -0.07
C -5.660 -0.939 2.266 -0.1 -0.4 0.3 -0.14
C -4.514 -1.906 1.980 0.2 -0.1 -0.2 -0.15
C -3.176 -1.479 2.608 0.1 -0.6 0.5 -0.13
C -2.882 -0.027 2.429 0.4 0.6 0.1 -0.13
C -1.642 0.571 2.584 -0.3 0.0 -0.6 0.04
C -6.159 1.509 1.831 -0.3 0.4 -0.1 -0.11
C -5.235 2.748 1.740 -0.7 0.8 -0.1 -0.08
C 1.241 0.611 1.492 0.6 -0.2 0.4 0.06
C 2.487 0.002 1.498 -0.7 0.6 -0.2 -0.12
C 3.590 0.841 1.737 0.8 -0.3 0.5 -0.11
C 2.780 -1.443 1.257 -0.2 -0.7 -0.6 -0.13
H 4.396 -2.880 1.457 -0.1 0.1 0.1 0.12
H 4.029 -1.985 2.932 0.1 0.1 -0.2 0.12
H 6.158 -1.154 2.154 -0.1 0.0 -0.1 0.13
H 5.587 -1.018 0.481 0.0 0.0 0.2 0.14
H 6.429 1.376 2.865 -0.1 -0.1 -0.2 0.13
H 6.481 1.579 1.109 -0.2 0.0 0.1 0.13
H 5.048 3.263 3.066 -0.1 -0.1 -0.2 0.13
H 5.141 3.485 1.319 -0.1 -0.1 0.2 0.13
H 2.134 3.873 2.213 0.0 -0.2 0.1 0.13
H -0.129 3.632 2.473 0.0 -0.3 -0.2 0.13
H -2.455 3.849 1.825 0.0 -0.2 0.2 0.13
H -5.985 -1.032 3.317 0.0 0.0 -0.2 0.14
H -6.528 -1.160 1.635 0.1 -0.1 0.1 0.13
H -4.787 -2.899 2.345 0.0 0.1 -0.1 0.12
H -4.378 -1.986 0.893 -0.1 0.0 0.2 0.12
H -3.164 -1.731 3.682 -0.1 0.1 -0.2 0.13
H -2.363 -2.060 2.156 -0.2 0.0 0.1 0.12
H -0.791 -0.022 2.926 -0.3 0.2 -0.1 0.12
H -6.770 1.381 0.928 0.1 0.0 0.1 0.13
H -6.854 1.572 2.681 0.2 0.0 -0.1 0.13
H -5.511 3.474 2.515 0.2 -0.1 -0.2 0.13
H -5.360 3.254 0.773 0.1 -0.1 0.2 0.13
H 0.361 0.057 1.160 0.3 0.1 0.3 0.13
H 2.759 -1.662 0.177 0.0 0.1 0.2 0.13
H 1.978 -2.046 1.700 0.2 0.0 -0.1 0.12
C 1.178 0.244 8.049 0.2 0.5 0.3 -0.07
C 0.175 -0.665 8.733 -0.3 0.2 -0.1 -0.60
C 0.719 -1.218 10.042 0.3 0.2 0.1 -0.03
C -1.162 0.005 9.023 0.0 0.4 0.1 -0.03
N -0.069 -1.760 7.803 -0.7 -0.7 -0.2 -0.08
C 0.326 -1.772 6.522 1.2 -0.4 -0.9 -0.04
N 0.052 -3.040 6.102 -0.9 -0.1 1.0 -0.18
C 0.608 -3.670 4.926 -0.1 -0.1 -0.3 -0.06
C -0.650 -3.754 7.092 0.6 0.6 0.0 -0.05
C -0.731 -2.924 8.156 0.2 -0.5 0.0 -0.06
H 0.819 0.535 7.055 0.2 0.0 0.3 0.06
H 1.359 1.132 8.666 -0.1 -0.1 0.0 0.09
H 2.131 -0.288 7.936 -0.2 0.2 -0.1 0.09
H 0.019 -1.917 10.504 0.1 0.1 0.0 0.07
H 1.683 -1.715 9.897 -0.1 0.0 0.0 0.09
H 0.864 -0.376 10.726 0.0 -0.2 0.0 0.09
H -1.835 -0.708 9.509 0.0 0.1 -0.1 0.08
H -1.002 0.847 9.704 -0.1 -0.1 -0.1 0.09
H -1.627 0.372 8.102 0.0 0.0 0.1 0.09
H 1.360 -3.015 4.473 -0.2 -0.1 0.3 0.07
H 1.082 -4.611 5.235 0.0 0.2 -0.2 0.09
H -0.157 -3.899 4.171 0.1 0.0 0.2 0.08
H -0.949 -4.779 6.997 -0.1 -0.1 -0.1 0.11
H -1.106 -3.099 9.153 -0.1 0.0 -0.2 0.11
```
Positions in Å, forces in eV/Å.